No. 1
Formula: C6H16Cl4O4
Source: the Open Molecules 2025 dataset
Level of theory: the ωB97M-V functional and the def2-TZVPD basis

Structure (XYZ):
```
30
Properties=species:S:1:pos:R:3:forces:R:3
Cl 2.857 1.213 0.344 0.14 3.42 4.40
Cl -1.617 -0.642 -1.517 -1.66 0.57 -0.40
Cl -0.049 -2.954 -1.398 0.06 0.17 1.15
Cl 0.560 2.316 1.808 1.09 1.87 -0.39
O 2.366 -0.077 -1.318 0.32 -3.33 -3.23
O 1.344 2.220 -2.500 1.56 -0.54 -0.11
O -0.941 -2.272 2.123 -0.61 -0.82 0.99
O -0.886 0.629 2.888 -1.57 -1.99 0.97
C -2.121 -1.547 2.559 2.23 0.11 -0.07
C -1.843 -0.105 2.138 -2.37 0.39 0.28
C 1.500 -0.214 -2.393 -0.13 -0.28 -2.03
C -0.399 -1.372 -0.539 0.11 -1.41 -0.70
C 1.085 1.595 0.324 0.54 -0.23 -0.11
C 0.679 0.964 -2.341 -4.65 2.93 -1.21
H 0.872 2.984 -2.160 -0.34 -0.28 -0.11
H 2.908 0.680 -1.552 0.21 -0.18 -0.18
H -0.836 -1.518 0.449 0.78 -0.53 -0.46
H 0.789 2.226 -0.514 0.85 0.23 0.86
H -0.006 0.961 -1.493 0.80 0.24 0.03
H -1.746 0.011 1.058 0.32 0.01 0.08
H -0.180 -1.860 2.537 0.15 -0.06 0.27
H -2.273 -1.529 3.638 0.43 -0.25 0.27
H -2.968 -2.119 2.179 -0.06 0.68 -0.64
H 0.515 -0.782 -0.604 -0.35 -0.66 0.50
H 0.028 0.510 2.621 -0.23 -0.45 -0.16
H -0.130 1.000 -3.070 0.26 -0.62 -0.90
H 1.896 -0.218 -3.409 1.06 -0.33 0.03
H -2.817 0.333 2.357 0.03 0.84 0.03
H 0.868 -1.100 -2.353 0.53 0.22 -0.04
H 0.541 0.669 0.139 0.49 0.29 0.88
```
Forces are in eV/Å.

ΔE to the lowest compared entry with this formula, charge and spin: 353.17 kJ/mol
Max |F|: 0.1095 Eh/bohr
2S+1: 1
Energy: -2379.7132 a.u.


No. 2
Formula: C6H16GaN2O4
Source: the Open Molecules 2025 dataset
Level of theory: the ωB97M-V functional and the def2-TZVPD basis

Structure (XYZ):
```
29
Properties=species:S:1:pos:R:3:forces:R:3
Ga -0.803 1.043 -0.680 0.70 -0.02 -0.13
O 1.594 0.791 -0.569 0.74 1.83 1.43
O -3.026 -0.056 -0.193 0.04 -1.05 -0.04
O -0.523 -1.394 -0.074 -1.12 0.95 -0.16
O 3.746 1.203 -0.080 -0.75 0.90 0.77
N 2.405 2.812 0.354 -3.18 1.06 -0.56
N 1.135 3.363 0.254 -0.09 0.87 1.81
C -1.727 -2.173 -0.304 1.16 1.05 3.51
C 0.668 -2.215 0.253 -0.87 -0.50 -1.90
C -4.188 0.633 0.218 -0.74 -0.54 0.43
C -3.077 -1.453 -0.052 2.39 -0.43 0.17
C 4.191 -0.111 -0.391 0.60 -1.20 4.27
C 2.473 1.527 -0.103 1.01 -4.26 -1.74
H 1.163 4.167 -0.368 0.45 0.54 -0.30
H 3.917 -0.424 -1.309 -1.18 -0.84 -3.17
H -4.903 0.611 -0.613 -0.15 -0.01 -0.15
H 3.228 3.374 0.341 1.34 0.79 -0.01
H -4.591 0.165 1.100 -0.50 -0.53 0.18
H 5.237 -0.026 -0.285 1.19 -0.02 -0.19
H 0.854 3.824 1.180 0.26 -1.04 -0.92
H 1.418 -1.526 0.631 -0.12 -0.19 0.01
H 3.882 -0.904 0.418 0.06 1.65 -1.28
H -1.613 -2.639 -1.203 -0.14 -1.28 -2.96
H -3.964 1.620 0.502 0.61 1.40 -0.21
H -3.330 -1.737 0.980 -0.61 0.29 0.11
H 0.994 -2.716 -0.735 -0.30 0.59 1.74
H -3.835 -1.849 -0.719 -0.73 -0.19 -0.26
H 0.291 -2.926 0.991 0.71 -0.09 -0.03
H -1.617 -2.984 0.457 -0.78 0.25 -0.44
```
Forces are in eV/Å.

ΔE to the lowest compared entry with this formula, charge and spin: 0.00 kJ/mol
Max |F|: 0.0915 Eh/bohr
2S+1: 1
Net charge: +3
Energy: -2572.1046 a.u.


No. 3
Formula: C6H16N
Source: the Open Molecules 2025 dataset
Level of theory: the ωB97M-V functional and the def2-TZVPD basis

Structure (XYZ):
```
23
Properties=species:S:1:pos:R:3:forces:R:3
N -1.023 -2.227 0.065 -0.78 0.16 -0.73
C 0.048 -1.176 -1.900 0.11 -0.12 0.18
C 1.302 0.835 0.224 0.17 0.30 -0.71
C 0.738 -0.560 0.473 -0.51 0.48 0.51
C -0.389 -0.929 -0.468 0.00 -0.46 -0.24
C 0.246 1.954 0.150 0.46 -0.27 0.26
C -0.533 2.186 1.439 -0.33 -0.56 0.05
H -0.949 1.259 1.861 0.09 0.07 -0.14
H 0.096 2.612 2.219 -0.01 0.14 -0.05
H -1.397 2.823 1.261 0.11 0.25 0.08
H 2.044 1.078 0.991 -0.10 -0.15 0.00
H 0.496 -0.255 -2.252 -0.08 0.14 -0.30
H -1.985 -2.310 -0.284 0.17 0.06 0.06
H 0.802 2.860 -0.082 -0.12 0.15 -0.19
H 0.315 -0.507 1.480 0.04 -0.35 0.16
H 1.839 0.848 -0.733 0.08 -0.06 0.17
H 1.497 -1.338 0.450 0.25 -0.01 0.02
H -0.745 -1.497 -2.579 -0.08 0.25 0.13
H -0.419 1.760 -0.695 -0.08 0.16 0.02
H 0.833 -1.929 -1.940 0.16 -0.13 0.08
H -1.194 -0.204 -0.442 -0.09 0.13 0.15
H -0.537 -3.039 -0.323 0.23 -0.02 0.48
H -1.085 -2.244 1.084 0.32 -0.16 0.00
```
Forces are in eV/Å.

ΔE to the lowest compared entry with this formula, charge and spin: 0.00 kJ/mol
SMILES string: CCCC[C@@H](C)[NH3+]
Max |F|: 0.0211 Eh/bohr
2S+1: 1
Net charge: +1
Energy: -292.7242 a.u.


No. 4
Formula: C6H16N2
Source: the Open Molecules 2025 dataset
Level of theory: the ωB97M-V functional and the def2-TZVPD basis

Structure (XYZ):
```
24
Properties=species:S:1:pos:R:3:forces:R:3
N 0.580 0.948 0.244 0.08 0.54 -0.25
N -1.104 -1.386 -0.507 2.73 1.22 1.82
C -0.605 1.666 -0.189 -1.13 0.28 0.35
C -1.825 -4.207 -1.336 -0.10 -0.27 -0.25
C 0.288 -0.086 1.256 -0.67 0.65 -0.26
C -0.379 -1.306 0.708 -0.83 -2.10 0.01
C 1.552 1.891 0.746 1.00 0.29 0.25
C 1.968 2.995 -0.249 -1.53 -0.97 0.34
H 2.056 2.464 -1.199 0.61 0.53 -0.20
H 2.452 1.326 1.013 -0.07 0.00 0.09
H 1.113 3.670 -0.315 0.17 0.20 -0.30
H -0.411 0.422 1.995 0.31 -0.03 0.19
H -1.616 -3.912 -2.365 -0.12 0.07 0.02
H 1.240 -0.258 1.763 -0.19 -0.36 0.18
H -2.206 -5.234 -1.329 0.14 -0.05 0.06
H 1.209 2.413 1.662 -0.15 -0.22 0.15
H 2.817 3.565 0.117 0.30 -0.19 -0.28
H -0.745 2.633 0.332 0.32 -0.02 0.05
H -0.447 -2.170 1.386 -0.15 0.41 0.38
H -2.560 -3.532 -0.911 0.12 0.10 -0.01
H -0.895 -4.097 -0.786 -0.09 -0.06 0.16
H -0.301 -0.803 -0.822 -1.34 0.40 -2.21
H -1.524 1.129 0.046 0.26 -0.42 -0.12
H -0.658 1.871 -1.258 0.32 -0.04 -0.17
```
Forces are in eV/Å.

ΔE to the lowest compared entry with this formula, charge and spin: 197.99 kJ/mol
<S²>: 0.7544
Max |F|: 0.0681 Eh/bohr
2S+1: 2
Net charge: -1
Energy: -347.5831 a.u.


No. 5
Formula: C6H16N2
Source: the Open Molecules 2025 dataset
Level of theory: the ωB97M-V functional and the def2-TZVPD basis

Structure (XYZ):
```
24
Properties=species:S:1:pos:R:3:forces:R:3
N -2.551 0.128 0.245 -0.68 0.15 0.97
N 1.540 0.659 -0.717 -0.32 -0.51 -0.33
C 2.199 0.227 -1.945 0.38 1.51 -0.40
C 0.610 1.777 -0.979 1.38 0.35 0.51
C -2.084 -1.078 0.956 -0.77 0.37 -0.08
C 0.363 -0.204 1.286 -0.24 -0.42 0.01
C 0.893 -0.493 -0.096 -0.58 -0.07 -0.54
C -0.765 -1.137 1.736 0.17 -0.29 -0.63
H 0.035 -0.828 -0.707 0.14 -0.14 -0.17
H -0.339 1.656 -0.466 -0.07 0.09 -0.33
H 1.196 -0.324 1.984 -0.16 0.57 0.19
H -2.907 -1.389 1.611 0.11 0.28 0.23
H 1.634 -1.297 -0.096 -0.18 -0.06 0.18
H 3.107 0.835 -2.106 -0.06 -0.30 0.08
H -1.832 0.770 -0.044 0.28 -0.19 -0.04
H -3.136 0.667 0.890 0.23 0.03 -0.28
H -0.936 -0.975 2.795 -0.11 0.04 0.25
H -0.055 0.805 1.265 0.40 0.07 0.54
H 1.598 0.424 -2.848 -0.18 -0.29 0.15
H 2.459 -0.819 -1.950 0.17 -0.38 0.22
H 1.036 2.718 -0.589 -0.13 -0.16 0.01
H -2.137 -1.861 0.234 0.57 -0.76 -0.74
H -0.452 -2.185 1.592 0.24 0.17 0.39
H 0.525 1.924 -2.050 -0.59 -0.06 -0.21
```
Forces are in eV/Å.

ΔE to the lowest compared entry with this formula, charge and spin: 107.44 kJ/mol
<S²>: 0.7504
Max |F|: 0.0313 Eh/bohr
2S+1: 2
Net charge: -1
Energy: -347.6176 a.u.


No. 6
Formula: C6H16N2
Source: the Open Molecules 2025 dataset
Level of theory: the ωB97M-V functional and the def2-TZVPD basis

Structure (XYZ):
```
24
Properties=species:S:1:pos:R:3:forces:R:3
N -1.083 -1.240 0.958 -0.21 2.11 3.02
N 1.279 2.396 -2.041 3.50 -0.06 -1.20
C 1.088 0.040 -1.517 -0.69 2.10 -2.03
C -2.177 -0.972 2.071 1.65 -1.87 -1.89
C -0.392 -0.262 -1.242 -1.64 0.40 0.06
C -0.772 0.032 0.257 0.39 0.74 -0.42
C 0.147 -1.733 1.649 0.03 -0.76 -2.10
C 1.658 1.407 -0.997 -0.26 0.06 -0.95
H -0.224 -2.689 2.058 1.00 0.18 0.09
H 0.509 2.951 -1.850 -1.62 1.08 0.79
H 2.052 3.023 -2.366 -1.04 -0.94 0.65
H -0.608 -1.357 -1.358 0.22 0.96 -0.20
H 1.144 1.793 -0.047 1.61 -0.94 -0.92
H -2.913 -0.406 1.567 -0.94 0.71 -0.24
H 2.827 1.196 -0.965 -2.45 1.18 0.33
H 0.053 0.688 0.646 -0.20 -1.48 0.52
H 0.917 -1.883 0.790 -1.09 -0.14 1.66
H -1.839 -0.502 2.979 0.47 0.46 0.19
H 1.776 -0.654 -1.156 0.61 -1.89 0.65
H 0.640 -1.096 2.423 -0.71 -0.12 -0.42
H -2.616 -1.943 2.343 0.20 0.20 -0.10
H -1.546 0.788 0.444 -0.65 -0.63 -0.75
H 1.204 0.118 -2.667 0.12 -0.32 1.85
H -1.126 0.305 -1.979 1.68 -1.02 1.42
```
Forces are in eV/Å.

ΔE to the lowest compared entry with this formula, charge and spin: 273.35 kJ/mol
SMILES string: CN(C)CCCCN
Max |F|: 0.0720 Eh/bohr
2S+1: 1
Energy: -347.6207 a.u.


No. 7
Formula: C6H16N2
Source: the Open Molecules 2025 dataset
Level of theory: the ωB97M-V functional and the def2-TZVPD basis

Structure (XYZ):
```
24
Properties=species:S:1:pos:R:3:forces:R:3
N -2.361 1.953 -1.048 1.56 0.39 -0.72
N -1.179 0.203 0.054 3.00 -1.69 1.64
C 0.693 -0.584 1.886 0.08 -0.09 0.07
C 1.352 -1.383 -0.418 -0.25 -0.02 -0.07
C -1.768 -0.973 -0.556 0.38 -0.14 0.18
C 1.970 0.916 0.341 -0.40 0.39 -0.26
C 0.961 -0.208 0.448 -0.21 -1.32 0.96
C -0.624 1.099 -0.753 -4.73 2.62 -1.63
H 0.652 -2.216 -0.344 -0.06 0.11 -0.04
H 1.459 -1.098 -1.468 -0.03 -0.02 0.02
H -0.024 -1.403 1.971 -0.04 0.10 -0.07
H 2.137 1.238 -0.690 -0.10 0.04 0.03
H -2.855 -0.894 -0.524 0.04 0.19 -0.01
H -0.352 0.842 -1.778 0.13 0.02 -0.03
H -1.515 -1.847 0.052 -0.01 0.05 -0.04
H 2.323 -1.790 -0.094 -0.08 0.23 0.02
H 1.619 -0.928 2.372 0.01 0.07 -0.10
H -2.737 2.238 -0.143 0.39 -0.32 -0.01
H 2.952 0.579 0.708 -0.31 -0.18 0.04
H -1.453 -1.163 -1.589 0.02 0.10 -0.04
H -0.179 1.996 -0.343 0.17 -0.28 0.12
H 0.319 0.267 2.460 -0.02 -0.06 -0.09
H -3.074 1.373 -1.490 0.42 -0.18 0.08
H 1.685 1.781 0.945 0.02 -0.02 -0.07
```
Forces are in eV/Å.

ΔE to the lowest compared entry with this formula, charge and spin: 511.23 kJ/mol
Max |F|: 0.1098 Eh/bohr
2S+1: 1
Energy: -347.5301 a.u.


No. 8
Formula: C6H16N2
Source: the Open Molecules 2025 dataset
Level of theory: the ωB97M-V functional and the def2-TZVPD basis

Structure (XYZ):
```
24
Properties=species:S:1:pos:R:3:forces:R:3
N -1.103 0.130 0.031 1.20 1.53 -0.15
N 1.635 0.513 0.438 -0.41 2.32 -3.23
C -1.115 0.416 1.481 0.82 2.51 -0.72
C -0.473 1.286 -0.655 -0.60 0.45 -1.01
C 1.055 1.434 -0.353 -0.64 -2.50 1.07
C 4.322 -0.883 -0.354 0.35 0.44 0.17
C -2.808 -1.481 0.069 -2.53 -2.67 1.14
C -2.471 -0.110 -0.413 0.77 0.53 -0.70
H -0.709 1.360 -1.788 0.52 -0.67 1.58
H 3.795 -0.171 0.363 1.50 -0.41 -1.21
H 1.317 0.060 -0.567 -0.13 -1.21 1.76
H -3.944 -1.767 -0.072 2.11 0.69 0.13
H -3.079 0.672 0.070 -0.52 -0.15 -0.56
H 1.571 2.201 -0.929 0.10 0.94 0.56
H -2.486 -0.037 -1.559 -0.28 -0.09 1.67
H -1.808 -0.191 1.988 -0.59 -0.65 0.68
H -1.317 1.526 1.725 -0.55 -1.16 -0.63
H 4.023 -0.737 -1.405 -0.53 -0.26 0.57
H -2.227 -2.261 -0.447 -0.17 0.43 -0.06
H -0.962 2.224 -0.298 0.43 -0.08 0.06
H 4.097 -1.839 0.064 -0.87 -1.01 -0.30
H -2.608 -1.711 1.185 -0.33 0.80 -1.79
H 5.418 -1.010 -0.452 -0.22 1.15 0.68
H -0.124 0.378 1.877 0.55 -0.92 0.28
```
Forces are in eV/Å.

ΔE to the lowest compared entry with this formula, charge and spin: 534.89 kJ/mol
Max |F|: 0.0778 Eh/bohr
2S+1: 1
Energy: -347.5211 a.u.